(1)
96
Properties=species:S:1:pos:R:3:lowdin_charge:R:1 method="wB97M-V/def2-TZVPD" smiles="CN(C)C=O.CN(C)C=O.CN(C)C=O.CN(C)C=O.CN(C)C=O.CN(C)C=O.CN(C)C=O.CN(C)C=O" orbital_gap_ev=8.697 e_above_lowest_ev=8.169 spin_multiplicity=1 max_force_ev_per_a=4.39 charge=0 e_homo_ev=-8.690
C 5.860 -0.366 -3.915 -0.058
N 4.954 0.140 -2.921 -0.182
C 4.109 1.181 -3.453 -0.055
C 4.838 -0.317 -1.694 -0.327
O 5.499 -1.267 -1.226 -0.020
H 5.307 -0.646 -4.812 0.087
H 6.505 -1.215 -3.691 0.093
H 6.555 0.333 -4.381 0.088
H 3.860 1.930 -2.701 0.087
H 4.608 1.831 -4.171 0.089
H 3.295 0.711 -4.004 0.097
H 4.036 0.258 -1.206 0.106
C -4.269 2.934 2.784 -0.036
N -3.772 2.936 1.404 -0.173
C -3.723 1.666 0.687 -0.045
C -3.112 4.016 0.997 -0.311
O -2.501 4.070 -0.102 -0.039
H -4.396 3.959 3.130 0.090
H -3.559 2.389 3.406 0.090
H -5.223 2.411 2.714 0.079
H -2.949 0.935 0.918 0.068
H -4.631 1.092 0.870 0.076
H -3.599 1.820 -0.385 0.075
H -3.183 4.917 1.627 0.138
C 3.998 2.813 0.566 -0.097
N 3.835 2.714 1.968 -0.192
C 5.066 2.576 2.764 -0.013
C 2.604 2.862 2.493 -0.295
O 2.293 2.545 3.688 -0.049
H 4.413 1.873 0.202 0.071
H 4.686 3.604 0.268 0.093
H 3.062 2.907 0.015 0.068
H 4.943 2.749 3.833 0.097
H 5.273 1.527 2.551 0.081
H 5.945 3.144 2.461 0.087
H 1.965 3.182 1.656 0.124
C -3.882 -1.284 2.368 -0.082
N -4.668 -1.480 3.537 -0.196
C -5.409 -0.341 4.045 -0.034
C -4.761 -2.733 4.089 -0.253
O -5.576 -3.003 5.033 -0.038
H -4.516 -0.865 1.587 0.076
H -3.714 -2.194 1.791 0.082
H -3.046 -0.604 2.533 0.092
H -6.064 0.157 3.329 0.085
H -5.909 -0.523 4.996 0.097
H -4.655 0.432 4.192 0.069
H -4.013 -3.403 3.637 0.112
C -1.321 0.936 -1.688 -0.071
N -0.188 0.429 -0.983 -0.177
C -0.396 -0.896 -0.399 -0.013
C 0.866 1.182 -0.804 -0.312
O 1.845 0.797 -0.137 -0.038
H -1.112 1.013 -2.755 0.083
H -1.432 1.975 -1.376 0.076
H -2.277 0.428 -1.563 0.093
H 0.482 -1.224 0.158 0.081
H -1.231 -1.006 0.293 0.078
H -0.572 -1.530 -1.267 0.100
H 0.839 2.009 -1.530 0.151
C 3.712 -1.438 1.631 -0.040
N 4.506 -1.504 2.919 -0.163
C 5.638 -2.488 2.764 -0.014
C 4.231 -0.745 3.985 -0.431
O 4.904 -0.707 4.942 0.049
H 3.086 -0.547 1.584 0.059
H 3.062 -2.307 1.533 0.071
H 4.343 -1.473 0.743 0.049
H 5.031 -3.394 2.769 0.085
H 6.197 -2.294 1.849 0.081
H 6.310 -2.423 3.619 0.080
H 3.294 -0.208 3.769 0.130
C -1.998 -5.309 2.555 -0.082
N -1.559 -4.779 1.287 -0.172
C -0.133 -4.718 1.042 -0.042
C -2.563 -4.538 0.431 -0.380
O -2.449 -4.140 -0.704 0.016
H -1.566 -4.792 3.412 0.094
H -1.692 -6.355 2.553 0.092
H -3.059 -5.416 2.780 0.078
H 0.115 -4.141 0.151 0.084
H 0.453 -4.158 1.770 0.083
H 0.430 -5.651 1.032 0.093
H -3.548 -4.766 0.866 0.131
C -2.350 1.919 -5.680 -0.052
N -3.306 1.967 -6.807 -0.218
C -3.647 0.689 -7.375 -0.040
C -3.813 3.136 -7.238 -0.357
O -4.527 3.212 -8.212 0.014
H -1.462 1.474 -6.130 0.084
H -2.684 1.223 -4.910 0.073
H -2.204 2.895 -5.218 0.085
H -4.102 0.900 -8.343 0.089
H -2.735 0.102 -7.482 0.090
H -4.381 0.308 -6.664 0.099
H -3.417 3.978 -6.650 0.131

---

(2)
95
Properties=species:S:1:pos:R:3:lowdin_charge:R:1 method="wB97M-V/def2-TZVPD" orbital_gap_ev=6.126 e_above_lowest_ev=0.000 spin_multiplicity=1 max_force_ev_per_a=1.35 charge=+1 e_homo_ev=-10.383
C -1.741 0.231 1.774 -0.096
O -0.518 -0.161 1.208 -0.189
C -0.635 -1.088 0.157 -0.235
C 0.332 -0.801 -0.999 -0.158
C 0.697 0.663 -1.242 -0.179
C -0.427 1.685 -1.333 -0.180
C -1.449 1.423 -2.454 -0.189
C -2.821 2.043 -2.192 -0.189
C -3.824 1.108 -1.494 -0.199
C -5.118 0.876 -2.289 -0.187
C -5.850 -0.342 -1.725 -0.181
C -5.521 -1.660 -2.456 -0.239
C -4.955 -2.685 -1.513 -0.395
S -4.266 -4.102 -2.446 0.851
S -3.901 -5.547 -0.987 0.555
B -2.608 -3.488 -3.137 -0.847
N -1.474 -4.332 -3.417 0.160
O -2.615 -2.204 -3.397 0.171
H -1.525 0.724 2.710 0.095
H -2.269 0.952 1.160 0.067
H -2.405 -0.611 1.975 0.088
H -0.366 -2.073 0.553 0.111
H -1.654 -1.183 -0.221 0.094
H -0.069 -1.223 -1.910 0.083
H 1.245 -1.339 -0.772 0.105
H 1.187 0.699 -2.212 0.118
H 1.455 0.962 -0.536 0.095
H -0.887 1.872 -0.374 0.100
H 0.059 2.616 -1.600 0.097
H -1.056 1.919 -3.337 0.107
H -1.533 0.370 -2.701 0.082
H -2.637 2.911 -1.568 0.108
H -3.271 2.403 -3.111 0.104
H -3.345 0.136 -1.398 0.084
H -4.096 1.459 -0.508 0.109
H -5.749 1.744 -2.163 0.116
H -4.857 0.713 -3.328 0.111
H -6.918 -0.193 -1.797 0.112
H -5.632 -0.423 -0.667 0.112
H -4.867 -1.452 -3.292 0.096
H -6.439 -2.045 -2.882 0.119
H -5.703 -3.081 -0.841 0.101
H -4.171 -2.268 -0.894 0.092
H -2.700 -6.027 -1.361 -0.151
H -1.653 -5.036 -4.128 0.101
H -1.076 -4.777 -2.596 0.081
H -1.786 -1.975 -3.862 0.154
C 4.505 -1.250 1.949 -0.359
O 5.467 -1.797 1.444 0.011
N 3.378 -1.876 2.331 -0.187
C 2.254 -1.166 2.920 -0.027
C 3.289 -3.311 2.142 -0.046
H 4.475 -0.161 2.137 0.115
H 2.059 -1.561 3.919 0.067
H 1.373 -1.302 2.292 0.070
H 2.472 -0.103 2.994 0.088
H 4.085 -3.813 2.693 0.093
H 3.402 -3.559 1.084 0.088
H 2.323 -3.663 2.498 0.079
C 3.230 2.909 0.757 -0.365
O 2.155 3.450 0.555 0.002
N 4.285 2.996 -0.065 -0.188
C 5.554 2.354 0.222 -0.048
C 4.123 3.762 -1.293 -0.036
H 3.421 2.287 1.649 0.125
H 6.347 3.101 0.282 0.091
H 5.800 1.639 -0.566 0.094
H 5.500 1.823 1.170 0.070
H 3.857 4.791 -1.048 0.087
H 3.322 3.337 -1.890 0.068
H 5.048 3.751 -1.864 0.093
C 1.462 -3.302 6.128 -0.369
O 1.915 -2.190 6.318 0.009
N 1.924 -4.432 6.689 -0.198
C 1.335 -5.728 6.417 -0.060
C 3.055 -4.342 7.600 -0.034
H 0.602 -3.476 5.454 0.131
H 0.963 -6.174 7.341 0.091
H 2.080 -6.395 5.978 0.090
H 0.505 -5.621 5.721 0.079
H 2.806 -3.695 8.441 0.095
H 3.916 -3.915 7.086 0.094
H 3.307 -5.334 7.967 0.087
C 1.647 5.533 -3.062 -0.344
O 1.835 4.366 -3.356 0.000
N 0.460 6.159 -3.141 -0.191
C 0.296 7.552 -2.773 -0.052
C -0.690 5.407 -3.608 -0.034
H 2.456 6.186 -2.693 0.134
H -0.425 7.643 -1.959 0.091
H -0.061 8.127 -3.630 0.090
H 1.247 7.966 -2.446 0.084
H -0.868 4.553 -2.952 0.073
H -0.508 5.031 -4.615 0.095
H -1.567 6.049 -3.614 0.088

---

(3)
101
Properties=species:S:1:pos:R:3:lowdin_charge:R:1 method="wB97M-V/def2-TZVPD" orbital_gap_ev=8.422 e_above_lowest_ev=0.000 spin_multiplicity=1 max_force_ev_per_a=2.33 charge=-1 e_homo_ev=-6.089
P 1.031 -0.435 -0.404 0.181
F 0.579 -1.838 -1.104 -0.182
F -0.225 0.312 -1.117 -0.164
F 0.046 -0.830 0.829 -0.167
F 1.517 0.928 0.306 -0.164
F 2.197 -1.241 0.420 -0.175
F 2.034 -0.127 -1.617 -0.146
C -2.637 -2.454 -1.111 -0.076
C -3.390 -3.420 -0.208 -0.218
N -4.383 -4.231 -0.926 -0.203
C -4.518 -5.556 -0.346 -0.282
C -3.272 -6.434 -0.390 -0.091
C -5.675 -3.588 -0.979 -0.278
C -5.754 -2.236 -1.709 -0.089
H -2.377 -2.905 -2.069 0.089
H -1.729 -2.053 -0.661 0.042
H -3.228 -1.576 -1.385 0.031
H -2.629 -4.115 0.147 0.084
H -3.899 -2.964 0.653 0.129
H -4.835 -5.405 0.715 0.120
H -5.385 -6.089 -0.744 0.108
H -2.876 -6.232 -1.392 0.076
H -2.518 -6.250 0.372 0.059
H -3.513 -7.494 -0.315 0.068
H -6.009 -3.421 0.066 0.114
H -6.444 -4.243 -1.392 0.105
H -5.084 -2.151 -2.567 0.068
H -5.463 -1.429 -1.040 0.065
H -6.768 -2.194 -2.102 0.065
C 0.080 -4.188 1.331 -0.349
O 0.227 -4.198 2.524 0.031
N 0.565 -5.202 0.586 -0.192
C 0.375 -5.190 -0.857 -0.056
C 1.156 -6.389 1.185 -0.042
H -0.393 -3.394 0.753 0.108
H 1.282 -5.591 -1.318 0.082
H 0.284 -4.153 -1.178 0.069
H -0.465 -5.796 -1.200 0.065
H 1.987 -6.697 0.554 0.081
H 1.573 -6.079 2.142 0.084
H 0.370 -7.129 1.334 0.086
C 4.523 2.151 -2.333 -0.333
O 5.386 2.799 -1.740 -0.033
N 3.662 2.675 -3.219 -0.178
C 2.831 1.832 -4.074 -0.049
C 3.713 4.097 -3.511 -0.049
H 4.384 1.087 -2.096 0.135
H 2.706 2.117 -5.116 0.089
H 1.824 1.787 -3.661 0.064
H 3.273 0.840 -4.004 0.083
H 4.365 4.292 -4.366 0.090
H 2.680 4.401 -3.713 0.089
H 4.020 4.733 -2.685 0.077
C 3.643 5.001 3.070 -0.358
O 3.747 5.017 4.280 -0.001
N 4.271 4.151 2.227 -0.188
C 3.888 4.097 0.832 -0.063
C 5.237 3.178 2.636 -0.057
H 2.903 5.614 2.530 0.123
H 3.292 3.212 0.568 0.083
H 4.783 4.058 0.212 0.070
H 3.226 4.910 0.533 0.083
H 4.947 2.191 2.244 0.089
H 6.183 3.278 2.088 0.093
H 5.358 3.108 3.708 0.088
C 2.008 -0.731 3.622 -0.319
O 1.910 -1.807 4.169 0.022
N 1.639 0.458 4.192 -0.190
C 2.105 1.711 3.687 -0.067
C 0.898 0.512 5.419 -0.060
H 2.406 -0.540 2.615 0.114
H 2.700 2.221 4.452 0.088
H 1.257 2.361 3.454 0.076
H 2.731 1.649 2.801 0.069
H 0.553 -0.465 5.743 0.084
H 1.423 1.006 6.249 0.085
H -0.006 1.116 5.243 0.085
C -1.094 1.758 -4.034 -0.330
O -0.370 2.508 -4.668 -0.006
N -2.159 2.111 -3.265 -0.190
C -2.876 1.095 -2.512 -0.067
C -2.540 3.477 -3.042 -0.062
H -0.947 0.662 -3.997 0.140
H -2.395 0.127 -2.573 0.065
H -3.928 1.159 -2.810 0.093
H -2.888 1.325 -1.437 0.081
H -2.696 3.589 -1.956 0.077
H -1.783 4.186 -3.354 0.088
H -3.547 3.745 -3.388 0.088
C -1.445 2.078 1.810 -0.354
O -1.775 1.985 2.970 0.007
N -0.904 3.184 1.272 -0.170
C -0.382 3.237 -0.096 -0.035
C -0.657 4.296 2.149 -0.071
H -1.585 1.246 1.111 0.126
H -1.071 2.669 -0.704 0.053
H 0.638 2.873 -0.036 0.066
H -0.290 4.276 -0.412 0.088
H -1.421 5.079 2.085 0.089
H -0.440 4.049 3.183 0.078
H 0.254 4.844 1.857 0.076